Entry from the Open Molecules 2025 dataset: a molecular structure, C24H25BrCl5N3O3RuSi2 (ωB97M-V/def2-TZVPD).

```
64
Properties=species:S:1:pos:R:3:mulliken_charge:R:1
Ru 0.37541 0.66300 -0.02072 0.008
C -3.77396 0.77468 -2.29276 -1.212
Si -2.67606 1.47258 -0.92247 -0.057
C -3.13116 3.28267 -0.62631 -1.073
C -2.87581 0.38852 0.62280 -0.924
N -0.97077 1.31725 -1.33190 0.238
C -0.48671 1.42476 -2.60363 0.234
C -1.06702 2.13971 -3.65816 -0.475
C -0.48985 2.11512 -4.91235 -0.829
C 0.66778 1.36675 -5.15128 -0.795
C 1.27250 0.66426 -4.13363 -0.507
C 0.73091 0.70027 -2.83320 0.788
N 1.22533 0.09126 -1.73472 0.222
Si 2.75631 -0.75985 -1.44839 0.247
C 2.14915 -2.35651 -0.64504 -0.845
C 3.81489 0.55045 -0.56765 -0.996
C 3.77569 -1.25237 -2.96329 -1.386
H -4.70680 1.33932 -2.35698 0.348
H -4.02819 -0.26669 -2.08799 0.356
H -3.29285 0.81004 -3.27052 0.437
H -4.21398 3.38727 -0.52133 0.371
H -2.81722 3.90674 -1.46516 0.347
H -2.66567 3.68589 0.27552 0.275
H -3.82428 -0.15207 0.60093 0.517
H -2.85213 0.96226 1.55019 0.214
H -2.08351 -0.36677 0.65171 0.104
H -1.96606 2.71663 -3.47834 0.361
H -0.94667 2.67786 -5.71627 0.388
H 1.08998 1.34325 -6.14742 0.410
H 2.15858 0.07420 -4.31636 0.241
H 1.20746 -2.18197 -0.12919 0.050
H 2.85409 -2.77079 0.07426 0.321
H 1.97885 -3.10906 -1.41821 0.392
H 3.19773 1.41108 -0.30800 0.238
H 4.62175 0.88810 -1.22012 0.374
H 4.25047 0.17432 0.35821 0.312
H 3.22367 -1.87987 -3.66585 0.337
H 4.63479 -1.83196 -2.61318 0.406
H 4.16558 -0.38365 -3.49615 0.352
Cl -1.62096 -0.77199 6.28051 -0.058
C -0.30282 -0.67540 5.04333 1.392
C -0.55505 0.54668 4.16319 -0.455
Cl -1.72247 1.72280 4.61299 -0.184
C 0.19169 0.73675 3.08763 0.135
Cl -0.13333 2.02325 1.98564 -0.034
C 1.13416 -0.32585 2.48600 0.901
O 1.75282 0.11390 1.40132 -0.671
C 2.16687 -0.92166 3.47293 -0.398
Cl 3.50024 -1.63053 2.64234 -0.218
C 2.20368 -0.87304 4.81084 0.104
Cl 3.62882 -1.39668 5.63722 -0.150
Br 1.71468 -0.28507 8.54850 -0.031
C 1.12709 -1.23295 7.03795 -0.698
C 0.74120 -2.53975 7.19726 -0.105
N 0.33095 -3.39987 6.27048 -0.591
C 0.01287 -3.17425 4.99355 -0.955
C -0.28341 -2.00648 4.32421 0.523
C 1.07296 -0.45829 5.75143 0.065
C -0.49618 -2.19563 2.87346 0.058
O -1.16009 -3.07896 2.40663 -0.584
O 0.14638 -1.35008 2.02227 0.229
H 0.80470 -2.95956 8.19639 0.461
H -0.05007 -4.07962 4.39708 0.479
H 1.18143 0.60315 5.98005 0.995
```

## Properties
- Multiplicity: 5
- Kohn-Sham gap (spin up / spin down): 6.85 / 5.70 eV
- ΔE to the lowest compared entry with this formula, charge and spin: 78.4 kcal/mol
- LUMO energy (spin up / spin down): -0.26 / -2.48 eV


Entry from the Open Molecules 2025 dataset: 2 unconnected molecules or ions with the total composition C4H7NO (ωB97M-V/def2-TZVPD).

```
13
Properties=species:S:1:pos:R:3:mulliken_charge:R:1
C 1.81945 -0.10228 -0.31983 -0.869
N 0.65197 -0.40455 0.52955 -0.136
C -0.56730 -1.04898 -0.22416 0.079
O -1.06786 -2.02087 0.25146 -0.474
H 0.86254 -0.99877 1.32998 0.317
H -0.58408 -0.71998 -1.26426 0.390
H 2.18579 -1.01223 -0.79482 0.356
H 1.50806 0.61211 -1.08070 0.330
H 2.60770 0.34430 0.28338 0.343
C -1.55088 0.94636 0.28441 -0.511
C -2.53417 1.66008 0.15328 -0.545
H -3.38992 2.28787 0.06160 0.375
H 0.05869 0.45695 0.79011 0.346
```

## Properties
- Kohn-Sham gap: 9.19 eV
- ΔE to the lowest compared entry with this formula, charge and spin: 123.3 kcal/mol
- LUMO energy: 0.41 eV


Entry from the Open Molecules 2025 dataset: a molecular structure, C54H46GeN5O5Ti (ωB97M-V/def2-TZVPD).

```
112
Properties=species:S:1:pos:R:3:mulliken_charge:R:1
Ti -0.76417 -0.07500 -1.31712 -1.488
O 0.47246 1.50785 -6.26228 -0.727
C 1.60804 0.90276 -5.87867 0.455
C 2.60095 0.69572 -6.83819 -0.724
C 3.80652 0.11639 -6.48726 -0.339
C 4.04785 -0.27111 -5.17286 -1.157
C 3.05511 -0.08988 -4.22496 -0.247
C 1.83159 0.48150 -4.55674 -0.108
C 0.80797 0.65125 -3.49765 0.446
O 1.00876 0.13429 -2.34488 -0.154
N -0.21891 1.43092 -3.77563 -1.221
N -1.00015 1.56369 -2.63326 1.659
C -1.75132 2.59256 -2.51836 -0.810
C -2.49776 2.80301 -1.28977 0.825
C -3.63186 3.61635 -1.28306 -0.858
C -4.47374 3.65471 -0.18908 -1.000
C -4.18597 2.83877 0.90888 -0.956
C -3.04070 2.07086 0.95123 0.016
C -2.13218 2.07868 -0.11966 0.003
O -0.98327 1.44444 -0.06271 0.544
H -0.07170 1.64208 -5.43672 0.548
H 2.39981 1.00835 -7.85512 0.418
H 4.56564 -0.03263 -7.24665 0.348
H 4.99539 -0.71281 -4.89295 0.408
H 3.20422 -0.39428 -3.19709 0.359
H -1.84055 3.28912 -3.35372 0.221
H -3.86711 4.18768 -2.17642 0.421
H -5.36488 4.26989 -0.20325 0.337
H -4.87509 2.79934 1.74526 0.445
H -2.82804 1.42290 1.79323 0.672
C 1.56928 -2.79571 3.37259 -1.155
C 2.01555 -1.80602 2.49989 -0.207
C 1.19742 -1.25143 1.52853 0.161
C -0.14632 -1.70961 1.36584 0.352
C -0.59258 -2.68700 2.29203 -0.269
C 0.24574 -3.20971 3.25867 -1.132
N -0.95119 -1.19123 0.40265 2.232
N -2.30668 -1.49918 0.64044 -0.579
C -3.16549 -1.05299 -0.22393 -0.731
C -4.57681 -1.27813 0.03094 -1.055
C -5.50368 -0.88481 -0.86766 -0.497
C -5.09828 -0.24948 -2.08342 -0.993
C -3.76514 -0.03322 -2.26372 -0.600
N -2.80486 -0.36571 -1.38030 1.832
H 2.22756 -3.21240 4.12556 0.293
H 3.02990 -1.42630 2.59291 0.356
H 2.76874 -0.06509 0.62731 1.336
H -1.62010 -3.00836 2.21655 0.354
H -0.14080 -3.96816 3.93407 0.454
H -4.83601 -1.77151 0.95865 0.482
H -6.55796 -1.05903 -0.67578 0.358
H -5.81381 0.05646 -2.83346 0.381
H -3.40909 0.43567 -3.17604 0.336
C 1.68150 -0.07924 0.72081 -0.895
Ge 1.22803 1.60072 1.63604 3.371
C 1.44923 3.19495 0.51899 -0.148
C 1.53776 4.46822 1.08165 -0.727
C 1.67440 5.59585 0.28200 -0.985
C 1.73652 5.46371 -1.09894 -0.617
C 1.67282 4.20132 -1.67328 -0.482
C 1.52877 3.07819 -0.86882 0.282
C -0.30077 1.72217 2.83881 0.326
C -0.68331 0.63080 3.62395 -0.046
C -1.78239 0.72027 4.46750 -0.762
C -2.50408 1.90383 4.55585 -0.820
C -2.12947 2.99535 3.78628 -0.289
C -1.04385 2.89769 2.92508 -0.489
C 2.78132 1.74475 2.89447 -0.351
C 2.64604 1.70051 4.28114 -0.200
C 3.75703 1.68364 5.11846 -0.847
C 5.03532 1.71073 4.58126 -0.465
C 5.19462 1.77089 3.20183 -0.806
C 4.07891 1.79000 2.37711 -0.530
H 1.25635 -0.14011 -0.27091 -1.002
H 1.51305 4.58218 2.16080 0.418
H 1.73272 6.57867 0.73605 0.378
H 1.83544 6.34292 -1.72505 0.371
H 1.72285 4.08554 -2.74975 0.438
H 1.46287 2.09907 -1.32797 -0.192
H -0.13428 -0.30059 3.56944 0.418
H -2.07910 -0.14438 5.04890 0.439
H -3.36552 1.96913 5.21070 0.331
H -2.70058 3.91547 3.83187 0.376
H -0.79792 3.74105 2.29050 0.009
H 1.65422 1.66907 4.71801 0.291
H 3.62366 1.64583 6.19378 0.381
H 5.90298 1.67794 5.23005 0.362
H 6.18916 1.80119 2.77125 0.376
H 4.22087 1.84708 1.30144 0.375
C 0.85534 -6.17034 2.05189 -1.755
C 0.41903 -5.36651 0.85531 1.170
C 1.32896 -4.62638 0.11839 -0.737
C 0.93317 -3.86060 -0.97506 0.980
C 1.95870 -3.08200 -1.75535 -1.206
C -0.41354 -3.83640 -1.33357 0.877
C -1.34678 -4.59314 -0.61897 1.520
C -2.80481 -4.57616 -0.99466 -1.861
C -0.91348 -5.34707 0.46286 -1.162
C -0.88246 -3.00414 -2.50803 -0.455
O -1.38136 -3.56655 -3.47805 -0.793
O -0.75310 -1.73712 -2.37201 0.024
H 1.85988 -5.88479 2.36601 0.320
H 0.85877 -7.24237 1.83191 0.457
H 0.18175 -6.00274 2.89450 0.379
H 2.37405 -4.61946 0.41460 0.111
H 2.96675 -3.32729 -1.41533 0.452
H 1.79929 -2.00915 -1.65094 -0.314
H 1.88833 -3.30474 -2.82304 0.446
H -3.19005 -3.55459 -0.97685 0.315
H -3.38673 -5.17554 -0.29201 0.337
H -2.94367 -4.96226 -2.00454 0.348
H -1.64550 -5.90944 1.03669 0.209
```

## Properties
- Multiplicity: 2
- Net charge: -2
- Kohn-Sham gap (spin up / spin down): 4.71 / 4.73 eV
- ΔE to the lowest compared entry with this formula, charge and spin: 0.0 kcal/mol
- LUMO energy (spin up / spin down): 4.24 / 4.24 eV


Entry from the Open Molecules 2025 dataset: 3 unconnected molecules or ions with the total composition C16H34BN2O9PS (ωB97M-V/def2-TZVPD).

```
64
Properties=species:S:1:pos:R:3:mulliken_charge:R:1
O 1.78922 -4.20371 -0.23443 -0.437
C 0.63570 -4.23522 -0.27799 0.318
O -0.09197 -5.41412 -0.44163 -0.299
C -1.35957 -5.03863 -0.80691 0.105
O -2.17523 -5.67371 -1.34374 -0.434
C -1.62887 -3.56127 -0.44378 0.429
B -2.98225 -2.73538 -0.39200 0.543
O -4.14380 -3.07574 -1.07865 -0.510
O -3.02440 -1.61659 0.43413 -0.567
C -0.40069 -3.11495 -0.15969 0.138
P 0.14711 -1.40951 0.32049 0.354
S -0.66886 0.01008 -0.76749 -0.344
H -4.75531 -3.42028 -0.40813 0.315
H -3.22217 -0.87614 -0.16909 0.295
H 0.05356 -1.16724 1.71300 0.033
H 1.53165 -1.36211 0.00847 0.142
C -4.64173 3.10123 -6.75115 -0.712
O -3.37573 3.72275 -6.61984 -0.334
C -3.40828 4.93772 -5.87626 -0.809
C -2.71772 4.77246 -4.53236 -0.173
N -3.49506 3.92274 -3.63561 -0.341
C -2.77085 3.50744 -2.43247 -0.870
C -1.52227 2.64352 -2.60716 -0.239
O -1.77905 1.33703 -3.09984 -0.368
C -1.89069 1.24701 -4.50932 -0.648
H -4.54101 2.28976 -7.47147 0.236
H -4.97513 2.67370 -5.80033 0.297
H -5.39203 3.80495 -7.12245 0.340
H -4.42776 5.31725 -5.75821 0.405
H -2.84878 5.67471 -6.46049 0.393
H -2.58926 5.75671 -4.07205 0.380
H -1.72362 4.35069 -4.72423 0.169
H -3.77977 3.09136 -4.13614 0.082
H -3.48472 2.94036 -1.82731 0.376
H -2.51394 4.40092 -1.85472 0.422
H -1.09224 2.50177 -1.61233 0.271
H -0.74481 3.13681 -3.20174 0.295
H -1.25387 1.97021 -5.02394 0.309
H -2.93118 1.36926 -4.82090 0.183
H -1.58227 0.24300 -4.80572 0.308
C 5.12473 0.41400 6.44586 -0.710
O 5.51920 -0.81507 5.86125 -0.336
C 4.90154 -1.95491 6.45205 -0.813
C 3.90666 -2.59090 5.49529 -0.133
N 2.72911 -1.74625 5.31417 -0.348
C 1.86117 -2.16469 4.21449 -0.856
C 2.43452 -2.13733 2.79762 0.193
O 2.70679 -0.83315 2.30332 -0.351
C 3.96545 -0.30457 2.69312 -0.617
H 5.77377 1.19441 6.04963 0.237
H 4.09156 0.66480 6.18525 0.299
H 5.23496 0.38883 7.53340 0.340
H 4.43612 -1.71559 7.41285 0.409
H 5.70058 -2.67700 6.64479 0.397
H 3.59477 -3.56056 5.89430 0.361
H 4.42840 -2.76205 4.54590 0.176
H 3.03018 -0.79725 5.13642 0.084
H 0.99622 -1.49338 4.23696 0.429
H 1.48191 -3.16843 4.43126 0.398
H 1.66715 -2.54713 2.13559 -0.338
H 3.30646 -2.78905 2.68011 0.341
H 4.72561 -1.08069 2.80182 0.321
H 3.87045 0.26595 3.61938 0.152
H 4.29029 0.39118 1.91863 0.312
```

## Properties
- SMILES string: O=C1OC(=O)C(B(O)O)=C1[PH2]=S.COCCNCCOC.COCCNCCOC
- Kohn-Sham gap: 6.98 eV
- LUMO energy: -1.50 eV


Table of max |F| (eV/A), in record order: 1.05 0.50 1.05 3.51
Table of DFT total energy (eV), in record order: -186897.3046 -7794.2979 -154070.3722 -59350.0504